No. 1
The following is a DFT calculation (ωB97M-V with the def2-TZVPD basis set) of a 5-piece molecular cluster, C5H5Cl15 overall at a distorted geometry.

Values from the calculation:
Electronic energy = -7096.34889 a.u.
E_LUMO = 0.22 eV
E_HOMO = -11.1240 eV
Frontier orbital gap = 11.35 eV

Positions of all 25 atoms, in Å:
Cl  -5.301  -9.401  -4.169
C  -5.647  -8.041  -3.083
Cl  -4.289  -6.856  -3.193
Cl  -6.048  -8.547  -1.408
H  -6.477  -7.487  -3.522
Cl  3.953  -0.942  -7.933
C  3.415  0.490  -7.160
Cl  1.943  1.213  -7.930
Cl  4.735  1.645  -7.098
H  3.149  0.238  -6.134
Cl  6.450  1.678  1.758
C  5.542  2.376  3.081
Cl  6.062  4.054  3.334
Cl  5.685  1.463  4.571
H  4.480  2.487  2.862
Cl  -2.893  6.422  7.882
C  -2.219  5.493  6.529
Cl  -1.579  3.972  7.130
Cl  -1.044  6.332  5.487
H  -3.061  5.210  5.898
Cl  -0.409  -1.160  1.800
C  -1.432  -0.417  0.558
Cl  -0.459  0.616  -0.480
Cl  -2.831  0.423  1.284
H  -1.727  -1.261  -0.067

Cartesian forces (eV/Å) of the 3 atoms listed first:
Cl -0.14 0.10 0.49
C 0.22 0.51 -0.35
Cl -0.40 -0.54 0.47

---

No. 2
The following is a DFT calculation (ωB97M-V with the def2-TZVPD basis set) of C5H5Cl3F2 as an isolated structure at a distorted geometry.

Values from the calculation:
Electronic energy = -1773.76638 a.u.
E_LUMO = 0.69 eV
E_HOMO = -9.5763 eV
Frontier orbital gap = 10.26 eV

Positions of all 15 atoms, in Å:
C  0.515  0.353  -1.081
C  0.714  -0.087  0.414
C  -0.837  0.949  -0.920
C  -1.007  0.776  0.663
C  0.733  -1.612  0.638
F  -0.942  2.290  -1.266
F  -1.750  0.231  -1.624
Cl  1.946  0.730  1.314
Cl  -1.015  2.080  1.738
Cl  -2.189  -0.309  1.103
H  1.093  1.133  -1.404
H  0.636  -0.512  -1.584
H  1.480  -1.955  1.330
H  0.865  -2.078  -0.310
H  -0.243  -1.989  0.989

Cartesian forces (eV/Å) of the 3 atoms listed first:
C -0.58 0.91 3.83
C -2.48 0.88 0.13
C -1.34 0.58 0.66

---

No. 3
The following is a DFT calculation (ωB97M-V with the def2-TZVPD basis set) of one molecule with the formula C5H5ClFN at a distorted geometry.

Values from the calculation:
Electronic energy = -808.24924 a.u.
E_LUMO = 0.79 eV
E_HOMO = -8.2889 eV
Frontier orbital gap = 9.08 eV

Positions of all 13 atoms, in Å:
C  -0.801  1.714  0.094
C  -0.235  0.348  -0.163
C  1.173  0.244  -0.045
C  1.339  -1.137  0.096
F  2.491  -1.740  0.102
N  0.147  -1.858  -0.048
C  -0.852  -0.904  -0.165
Cl  -2.533  -1.599  0.051
H  -1.080  2.176  1.214
H  0.176  2.414  -0.400
H  -1.835  2.052  -0.326
H  1.779  1.100  -0.234
H  0.230  -2.811  -0.175

Cartesian forces (eV/Å) of the 3 atoms listed first:
C -0.15 4.25 -0.11
C -2.62 0.30 1.47
C -1.57 -3.39 -0.12

---

No. 4
The following is a DFT calculation (ωB97M-V with the def2-TZVPD basis set) of an isolated ion of composition C5H5ClFN2 and charge +1 at a distorted geometry.

Values from the calculation:
Electronic energy = -862.69384 a.u.
Charge = +1
E_LUMO = -5.78 eV
E_HOMO = -14.0777 eV
Frontier orbital gap = 8.30 eV

Positions of all 14 atoms, in Å:
C  1.830  -0.327  -0.496
C  0.480  0.231  -0.688
C  -1.031  1.620  0.411
C  -1.809  -0.538  0.028
C  2.154  -1.367  0.255
N  0.095  1.294  -0.059
N  -2.042  0.678  0.490
F  3.397  -1.796  0.338
Cl  -3.030  -1.625  -0.121
H  2.598  0.190  -1.070
H  0.007  0.010  -1.646
H  -1.212  2.618  0.778
H  1.467  -1.972  0.831
H  -2.904  0.982  0.946

Cartesian forces (eV/Å) of the 3 atoms listed first:
C -0.08 -0.42 0.46
C -0.03 -0.40 -0.71
C 0.89 0.12 -0.24

---

No. 5
The following is a DFT calculation (ωB97M-V with the def2-TZVPD basis set) of one molecule with the formula C5H5ClN2O2 at a distorted geometry.

Values from the calculation:
Electronic energy = -913.63683 a.u.
E_LUMO = 0.32 eV
E_HOMO = -8.8022 eV
Frontier orbital gap = 9.12 eV

Positions of all 15 atoms, in Å:
C  2.213  -0.422  -0.138
N  0.746  0.055  -0.194
N  0.632  1.360  -0.041
C  -0.517  1.841  0.079
C  -1.815  1.184  -0.068
O  -2.991  1.625  -0.222
C  -1.559  -0.281  0.037
Cl  -2.863  -1.324  -0.053
C  -0.300  -0.780  -0.199
O  0.083  -2.114  -0.031
H  2.703  0.606  -0.322
H  2.388  -1.366  -0.732
H  2.582  -0.709  0.932
H  -0.594  2.887  0.528
H  -0.708  -2.562  0.422

Cartesian forces (eV/Å) of the 3 atoms listed first:
C -0.15 0.90 1.48
N 2.89 -1.54 -0.60
N 1.59 -0.74 0.39

---

No. 6
The following is a DFT calculation (ωB97M-V with the def2-TZVPD basis set) of one molecule with the formula C5H5ClN2O2S at a distorted geometry.

Values from the calculation:
Electronic energy = -1311.64188 a.u.
E_LUMO (spin up / spin down) = 0.13 / -2.57 eV
E_HOMO (spin up / spin down) = -6.6616 / -9.6498 eV
2S+1 = 3
Frontier orbital gap (spin up / spin down) = 6.79 / 7.08 eV

Positions of all 16 atoms, in Å:
C  1.196  0.294  -1.160
C  -0.055  -0.170  -1.126
C  1.621  -1.103  0.805
C  2.059  0.107  0.035
C  -0.506  -0.868  0.073
N  0.422  -1.517  0.853
N  -1.711  -0.642  0.522
O  -2.281  -0.996  1.523
O  -2.550  0.269  -0.419
S  -2.656  1.901  -0.225
Cl  1.794  1.529  1.177
H  1.585  0.850  -1.998
H  -0.741  -0.041  -1.947
H  2.358  -1.630  1.393
H  3.123  0.129  -0.190
H  -3.660  1.888  0.683

Cartesian forces (eV/Å) of the 3 atoms listed first:
C 1.17 -0.11 0.32
C -1.33 -0.96 0.61
C 2.20 0.53 -0.59

---

No. 7
The following is a DFT calculation (ωB97M-V with the def2-TZVPD basis set) of one molecule with the formula C5H5ClO at a distorted geometry.

Values from the calculation:
Electronic energy = -728.83757 a.u.
E_LUMO = 0.52 eV
E_HOMO = -9.9925 eV
Frontier orbital gap = 10.51 eV

Positions of all 12 atoms, in Å:
C  -0.259  0.172  1.158
C  -0.456  -0.290  -0.329
C  -0.936  0.644  -1.316
C  -1.920  -0.037  -0.842
C  -3.335  -0.465  -0.493
O  -3.918  -1.424  -0.859
Cl  -4.050  0.567  0.772
H  -0.318  1.279  1.289
H  0.790  -0.159  1.330
H  -1.114  -0.327  1.788
H  0.114  -1.156  -0.694
H  -0.665  1.479  -1.791

Cartesian forces (eV/Å) of the 3 atoms listed first:
C -0.28 -1.03 -0.73
C -1.11 -0.18 1.57
C -1.56 -1.11 0.92

---

No. 8
The following is a DFT calculation (ωB97M-V with the def2-TZVPD basis set) of C5H5ClO2 as an isolated structure at a distorted geometry.

Values from the calculation:
Electronic energy = -804.07286 a.u.
E_LUMO = 0.12 eV
E_HOMO = -8.3022 eV
Frontier orbital gap = 8.42 eV

Positions of all 13 atoms, in Å:
C  -1.187  1.763  0.102
C  -0.539  0.365  0.033
C  1.333  -0.914  -0.116
C  0.319  -1.758  0.227
C  -0.766  -0.929  0.082
H  -2.333  1.837  -0.067
H  -1.032  2.270  0.973
H  -0.698  2.389  -0.696
H  3.014  -0.113  -0.799
H  0.587  -2.767  0.390
O  0.860  0.394  -0.088
O  2.728  -1.032  0.055
Cl  -2.287  -1.505  -0.094

Cartesian forces (eV/Å) of the 3 atoms listed first:
C -1.42 -1.47 -3.93
C 2.34 2.42 -0.18
C 1.15 1.47 2.97

---

No. 9
The following is a DFT calculation (ωB97M-V with the def2-TZVPD basis set) of one molecule with the formula C5H5ClS at a distorted geometry.

Values from the calculation:
Electronic energy = -1051.83083 a.u.
E_LUMO = -0.89 eV
E_HOMO = -8.7159 eV
Frontier orbital gap = 7.83 eV

Positions of all 12 atoms, in Å:
C  0.420  -1.077  1.544
C  -0.438  -1.091  0.525
C  -0.081  -0.593  -0.817
Cl  0.160  -1.870  -1.980
C  0.114  0.672  -1.206
C  -0.111  1.885  -0.430
S  -1.167  2.138  0.772
H  0.136  -1.483  2.499
H  1.428  -0.642  1.450
H  -1.471  -1.515  0.622
H  0.490  0.856  -2.215
H  0.519  2.720  -0.765

Cartesian forces (eV/Å) of the 3 atoms listed first:
C 0.08 0.21 -0.61
C -0.59 -0.25 0.35
C 0.06 0.11 0.07

---

No. 10
The following is a DFT calculation (ωB97M-V with the def2-TZVPD basis set) of one molecule with the formula C5H5ClS at a distorted geometry.

Values from the calculation:
Electronic energy = -1051.84057 a.u.
E_LUMO = 0.19 eV
E_HOMO = -8.7029 eV
Frontier orbital gap = 8.89 eV

Positions of all 12 atoms, in Å:
S  0.777  1.460  2.263
C  -0.403  0.671  0.962
C  -0.739  -0.799  1.137
C  -0.859  -1.466  -0.017
C  -0.291  -0.525  -1.006
Cl  0.145  -0.829  -2.613
C  0.042  0.646  -0.396
H  1.820  0.547  2.158
H  -1.311  1.208  1.185
H  -1.158  -1.192  2.104
H  -1.148  -2.450  -0.390
H  0.405  1.468  -0.944

Cartesian forces (eV/Å) of the 3 atoms listed first:
S 0.00 -1.46 -1.07
C 1.34 -1.40 2.25
C -2.34 -1.24 2.64

---

No. 11
The following is a DFT calculation (ωB97M-V with the def2-TZVPD basis set) of one molecule with the formula C5H5F2N at a distorted geometry.

Values from the calculation:
Electronic energy = -447.98681 a.u.
E_LUMO = 0.81 eV
E_HOMO = -11.6180 eV
Frontier orbital gap = 12.43 eV

Positions of all 13 atoms, in Å:
N  -1.971  -0.512  -2.215
C  -0.983  -0.277  -1.644
C  0.235  -0.003  -0.892
C  0.489  -1.011  0.264
C  -0.088  -0.001  1.270
C  0.074  1.070  0.189
F  -0.925  1.966  0.031
F  1.243  1.769  0.331
H  1.042  0.172  -1.593
H  0.008  -1.990  0.194
H  1.563  -1.193  0.402
H  -1.141  -0.166  1.461
H  0.453  0.175  2.203

Cartesian forces (eV/Å) of the 3 atoms listed first:
N 1.84 0.41 1.02
C -1.89 -0.38 -0.89
C -0.16 -0.33 -0.46

---

No. 12
The following is a DFT calculation (ωB97M-V with the def2-TZVPD basis set) of C5H5F2N as an isolated structure at a distorted geometry.

Values from the calculation:
Electronic energy = -447.86209 a.u.
E_LUMO = 0.86 eV
E_HOMO = -8.2228 eV
Frontier orbital gap = 9.08 eV

Positions of all 13 atoms, in Å:
C  -0.215  -1.159  1.359
C  -0.922  -0.261  0.606
C  1.097  -1.246  0.827
C  1.354  -0.509  -0.301
C  -0.558  1.554  -1.003
N  -0.350  0.299  -0.482
F  1.947  -2.185  1.222
F  2.187  -0.448  -1.336
H  -0.564  -1.949  2.073
H  -1.883  -0.020  0.762
H  -0.382  2.508  -0.403
H  0.013  1.725  -1.993
H  -1.724  1.689  -1.330

Cartesian forces (eV/Å) of the 3 atoms listed first:
C -0.30 -0.37 -0.09
C 2.22 -0.85 -0.02
C 0.75 0.25 -2.77

---

What did the twelfth record say?
The following is a DFT calculation (ωB97M-V with the def2-TZVPD basis set) of C5H5F2N as an isolated structure at a distorted geometry.

Values from the calculation:
Electronic energy = -447.86209 a.u.
E_LUMO = 0.86 eV
E_HOMO = -8.2228 eV
Frontier orbital gap = 9.08 eV

Positions of all 13 atoms, in Å:
C  -0.215  -1.159  1.359
C  -0.922  -0.261  0.606
C  1.097  -1.246  0.827
C  1.354  -0.509  -0.301
C  -0.558  1.554  -1.003
N  -0.350  0.299  -0.482
F  1.947  -2.185  1.222
F  2.187  -0.448  -1.336
H  -0.564  -1.949  2.073
H  -1.883  -0.020  0.762
H  -0.382  2.508  -0.403
H  0.013  1.725  -1.993
H  -1.724  1.689  -1.330

Cartesian forces (eV/Å) of the 3 atoms listed first:
C -0.30 -0.37 -0.09
C 2.22 -0.85 -0.02
C 0.75 0.25 -2.77